The following is a quantum chemistry calculation of a structure of composition C44H50Cl2Ge2N4O5STi, from the OMol25 dataset.

* net charge: -2
* Kohn-Sham gap: 4.3 eV
* total energy: -234657.7571 eV
* ΔE to the lowest compared entry with this formula, charge and spin: 45.7 kcal per mole

Positions of all 109 atoms, in Å:
Ti -0.65479 1.83217 1.19029
O -0.16330 4.64381 -0.79425
Cl -0.31466 3.27010 -1.22338
O -0.15223 3.00047 -2.63131
O 0.82736 2.38312 -0.41872
O -1.62368 2.70297 -0.70685
C 4.32778 -1.14569 1.60898
C 4.51438 0.29007 1.32613
C 5.68641 0.68265 0.61254
C 5.86783 2.01640 0.35240
C 4.94235 2.94642 0.89197
C 5.25161 4.29534 0.89603
C 4.35050 5.22424 1.41208
C 3.09666 4.78195 1.86826
C 2.69530 3.42201 1.84570
S 1.08489 3.18583 2.41701
C 3.71066 2.47356 1.46135
N 3.59886 1.15296 1.68844
H 4.21121 -1.31713 2.68921
H 5.19013 -1.74781 1.27327
H 3.43761 -1.58379 1.10767
H 6.37255 -0.07125 0.20491
H 6.70102 2.34916 -0.25167
H 6.19224 4.63630 0.46670
H 4.64361 6.28647 1.50992
H 2.32711 5.50596 2.16205
C -2.50448 -1.84524 2.69750
N -3.38522 -1.77049 1.53052
C -4.59945 -2.56294 1.72978
C -5.64857 -2.24460 0.67821
C -4.96340 -2.14878 -0.69797
N -3.84979 -1.17263 -0.61505
C -3.63525 -0.36413 -1.81686
C -3.07711 -0.89544 0.49996
O -2.22756 0.02301 0.56981
H -2.77029 -1.02077 3.37913
H -1.43677 -1.73638 2.40346
H -2.58031 -2.81465 3.16566
H -5.00057 -2.39263 2.75762
H -4.31797 -3.63096 1.69559
H -6.19120 -1.31932 0.92049
H -6.33568 -3.12401 0.64336
H -5.66497 -1.79485 -1.48145
H -4.58978 -3.15137 -1.01011
H -3.98141 0.68751 -1.74094
H -2.56577 -0.37335 -2.05338
H -4.13991 -0.89727 -2.64706
Cl -3.68237 1.57272 4.70959
C -4.29278 1.75851 3.10958
C -5.57866 1.30230 2.88784
C -6.28333 1.69305 1.71858
C -5.55277 2.32694 0.72613
C -4.23417 2.60749 0.87107
C -3.54781 2.41059 2.09131
C -2.18569 2.78785 2.34100
H -6.06098 0.71876 3.66941
H -7.34515 1.40331 1.56185
H -6.01596 2.63149 -0.21761
H -3.69167 2.98535 0.00281
H -1.86230 2.60949 3.35268
H -1.89970 3.80353 1.99743
N -0.01755 0.51636 2.23253
C 0.54427 -0.06691 3.28529
C 0.56832 0.63085 4.52063
C 0.73322 -0.06865 5.71303
C 1.05479 -1.41898 5.73425
C 1.24200 -2.06871 4.53198
C 0.97039 -1.43725 3.33203
H 0.36433 1.69538 4.52469
H 0.65974 0.45160 6.69143
H 1.25546 -1.96185 6.67044
H 1.54862 -3.11868 4.57836
H 1.08216 -1.95805 2.38497
C -1.02368 -3.63167 -0.42954
Ge 0.59922 -3.11200 -1.47709
C 0.53695 -4.02694 -3.20652
C 2.03304 -3.90150 -0.34072
Ge 1.00533 -0.64935 -2.14578
C 0.25118 -0.31911 -3.96588
C 0.81623 -0.61235 -5.16643
C 0.11856 -0.33186 -6.37363
C -1.14421 0.24833 -6.28594
C -1.67655 0.57919 -5.06359
C -0.93965 0.37899 -3.91690
C 2.91949 -0.36829 -2.73381
C 4.02844 -1.19947 -2.84820
C 5.22969 -0.72656 -3.36214
C 5.33024 0.63498 -3.73487
C 4.21866 1.45708 -3.68253
C 3.03206 0.94468 -3.16809
H -1.18649 -4.70736 -0.63593
H -1.89642 -3.03745 -0.73513
H -0.89278 -3.47789 0.64706
H 1.00574 -5.03321 -3.06109
H 1.17407 -3.49162 -3.95306
H -0.46569 -4.17800 -3.63354
H 2.08637 -5.01061 -0.43446
H 1.80555 -3.70774 0.71614
H 3.03672 -3.51393 -0.59520
H 1.79393 -1.06202 -5.21725
H 0.57390 -0.54295 -7.35975
H -1.66180 0.54730 -7.20881
H -2.63180 1.08534 -5.00873
H -1.32684 0.69960 -2.97169
H 3.98442 -2.21108 -2.52747
H 6.11844 -1.35779 -3.43449
H 6.24634 1.03983 -4.13381
H 4.26804 2.45526 -4.09187
H 2.20494 1.66669 -3.04761